1.
Computed, not measured: C3H6O in the gas phase, with ωB97M-V/def2-TZVPD.

The energy above the lowest of the compared OMol25 structures with the same formula, charge and spin is 189.7 kJ/mol. The SMILES is OC1CC1. For the LUMO energy, the calculation gives 1.120 eV.

Last column: Mulliken charge in e.
Positions of all 10 atoms, in Å:
O1 1.78 -0.05 0.17  -0.5142
C1 -0.46 0.84 0.13  -0.3270
C2 -0.64 -0.65 0.12  -0.7540
C3 0.59 0.04 -0.54  0.0612
H1 1.85 -0.86 0.61  0.2971
H2 -1.24 1.51 -0.47  0.2188
H3 -1.48 -0.93 -0.48  0.2007
H4 -0.30 1.17 1.16  0.2142
H5 0.51 0.12 -1.66  0.2597
H6 -0.61 -1.21 0.95  0.3435

***

2.
Computed, not measured: C3H6O in the gas phase, with ωB97M-V/def2-TZVPD.

The energy above the lowest of the compared OMol25 structures with the same formula, charge and spin is 88.6 kJ/mol. The SMILES is C/C=C/O. For the LUMO energy, the calculation gives 1.048 eV.

Last column: Mulliken charge in e.
Positions of all 10 atoms, in Å:
O1 -0.84 -1.30 -1.75  -0.5078
C1 -0.37 -0.26 -0.98  -0.1543
C2 0.52 0.87 0.99  -0.9932
C3 0.29 -0.38 0.16  -0.0491
H1 -0.12 0.83 1.87  0.2409
H2 0.53 -1.31 0.68  0.3062
H3 1.56 1.06 1.27  0.3018
H4 -0.54 0.70 -1.45  0.2739
H5 0.24 1.74 0.40  0.2812
H6 -1.27 -1.96 -1.19  0.3002

***

3.
Computed, not measured: C3H6O in the gas phase, with ωB97M-V/def2-TZVPD.

The energy above the lowest of the compared OMol25 structures with the same formula, charge and spin is 153.1 kJ/mol. The SMILES is C=CCO. For the LUMO energy, the calculation gives 0.804 eV.

Last column: Mulliken charge in e.
Positions of all 10 atoms, in Å:
O1 -1.25 -0.71 -0.08  -0.5093
C1 -0.76 0.62 0.03  -0.2584
C2 1.57 -0.50 0.05  -0.6126
C3 0.75 0.56 0.02  -0.1818
H1 2.67 -0.24 -0.18  0.2062
H2 -1.10 1.16 0.92  0.2882
H3 1.18 -1.55 0.10  0.2696
H4 -1.15 1.24 -0.79  0.2620
H5 -2.24 -0.52 0.21  0.3164
H6 1.32 1.49 -0.25  0.2196

***

4.
Computed, not measured: C3H6O in the gas phase, with ωB97M-V/def2-TZVPD.

The energy above the lowest of the compared OMol25 structures with the same formula, charge and spin is 44.6 kJ/mol. The SMILES is CCC=O. For the LUMO energy, the calculation gives 1.045 eV.

Last column: Mulliken charge in e.
Positions of all 10 atoms, in Å:
O1 -0.42 -0.08 -1.85  -0.4560
C1 0.15 0.20 -0.83  -0.0327
C2 -0.05 -0.50 0.49  -0.2089
C3 0.24 0.40 1.73  -0.9834
H1 0.95 0.96 -0.81  0.3014
H2 0.91 -0.11 2.42  0.2799
H3 -1.07 -0.89 0.52  0.2617
H4 -0.69 0.64 2.23  0.2695
H5 0.64 -1.35 0.50  0.2448
H6 0.70 1.33 1.44  0.3239

***

5.
Computed, not measured: 3 unconnected molecules or ions with the total composition C3H6O, with ωB97M-V/def2-TZVPD.

The energy above the lowest of the compared OMol25 structures with the same formula, charge and spin is 610.0 kJ/mol. For the LUMO energy, the calculation gives 0.508 eV.

Last column: Mulliken charge in e.
Positions of all 10 atoms, in Å:
O1 1.00 -0.51 1.14  -0.4006
C1 0.06 -0.30 0.17  0.3039
C2 -1.24 0.24 0.39  -0.9100
C3 1.42 0.13 -0.09  -0.1428
H1 -1.05 0.01 -1.21  0.1204
H2 -1.38 0.85 1.30  0.2754
H3 -2.10 -0.36 0.16  0.2961
H4 2.07 -0.47 -0.73  0.2379
H5 -0.47 -0.76 -1.16  0.0196
H6 1.69 1.18 0.03  0.2000

***

6.
Computed, not measured: C3H6O in the gas phase, with ωB97M-V/def2-TZVPD.

The energy above the lowest of the compared OMol25 structures with the same formula, charge and spin is 139.2 kJ/mol. The SMILES is C=COC. For the LUMO energy, the calculation gives 1.105 eV.

Last column: Mulliken charge in e.
Positions of all 10 atoms, in Å:
O1 -0.33 -0.60 -0.01  -0.3031
C1 1.92 -0.22 0.00  -0.7340
C2 -1.61 -0.03 0.01  -0.5722
C3 0.71 0.25 0.01  0.2232
H1 -1.65 1.04 -0.28  0.3166
H2 0.44 1.32 -0.02  0.2076
H3 2.05 -1.31 -0.02  0.2277
H4 -2.12 -0.26 1.00  0.2007
H5 -2.23 -0.60 -0.74  0.1930
H6 2.81 0.42 0.06  0.2405

***

Frontier orbital gap for the records above, in order: 11.20; 10.01; 10.42; 10.91; 9.75; 9.88 eV
Max |F| for the records above, in order: 4.968; 1.517; 4.335; 0.882; 0.379; 2.533 eV/Å
E for the records above, in order: -193.0710; -193.1095; -193.0849; -193.1262; -192.9108; -193.0902 a.u.